No. 1
DFT (wB97M-V/def2-TZVPD) results for a structure of composition C36H30N6O4PdSi in a non-equilibrium geometry.

The total charge is 0. The value obtained for the maximum force is 4.95 eV/Å. The calculation puts the LUMO energy (spin up / spin down) at -1.59 / -1.58 eV. Its HOMO energy (spin up / spin down) is -0.26505 / -0.26514 hartree. The orbital gap (spin up / spin down) comes out at 0.20677 / 0.20689 Ha.

The geometry in XYZ format:
```
78
C36H30N6O4PdSi (wB97M-V/def2-TZVPD)
Pd -0.660 0.739 1.680
O -4.370 2.253 1.744
C -3.121 1.766 1.989
O -2.463 1.320 0.982
C -2.632 1.765 3.307
C -3.160 2.318 4.506
C -2.403 2.261 5.648
C -1.125 1.659 5.673
C -0.657 1.126 4.481
N -1.412 1.173 3.409
C 0.690 0.475 4.151
O 1.459 0.130 5.025
O 0.909 0.334 2.890
H -4.543 2.146 0.798
H -4.125 2.793 4.476
H -2.782 2.710 6.553
H -0.515 1.642 6.559
C -2.124 1.543 -3.880
C -1.561 0.372 -3.402
C -0.758 0.402 -2.277
C -0.488 1.599 -1.618
C -1.079 2.763 -2.098
C -1.887 2.738 -3.221
Si 0.633 1.613 -0.053
C 0.996 3.430 0.508
C 0.521 3.925 1.721
C 0.830 5.209 2.134
C 1.614 6.024 1.334
C 2.085 5.550 0.121
C 1.781 4.263 -0.284
C 2.334 0.787 -0.424
C 2.822 0.675 -1.724
C 4.039 0.067 -1.976
C 4.772 -0.477 -0.935
C 4.308 -0.360 0.365
C 3.115 0.289 0.618
H -2.746 1.525 -4.762
H -1.750 -0.568 -3.901
H -0.333 -0.515 -1.896
H -0.900 3.699 -1.590
H -2.334 3.653 -3.582
H -0.098 3.291 2.357
H 0.463 5.571 3.083
H 1.859 7.024 1.655
H 2.695 6.181 -0.508
H 2.158 3.895 -1.227
H 2.244 1.076 -2.544
H 4.414 0.014 -2.987
H 5.704 -0.982 -1.135
H 4.871 -0.777 1.186
H 2.772 0.403 1.635
C 1.190 -2.363 1.103
C -0.265 -2.543 0.885
N -1.183 -1.614 1.041
C -2.383 -2.210 0.765
C -2.187 -3.516 0.446
N -0.832 -3.726 0.522
C -0.154 -4.937 0.146
N -0.430 -5.262 -1.226
N -1.070 -6.398 -1.566
N -1.251 -6.453 -2.813
C -0.743 -5.325 -3.390
C -0.690 -4.894 -4.715
C -0.103 -3.674 -4.954
C 0.417 -2.885 -3.921
C 0.385 -3.291 -2.605
C -0.199 -4.525 -2.353
H 1.363 -1.351 1.467
H 1.756 -2.507 0.181
H 1.561 -3.065 1.849
H -3.309 -1.669 0.807
H -2.869 -4.299 0.183
H -0.503 -5.791 0.742
H 0.924 -4.799 0.292
H -1.101 -5.500 -5.504
H -0.038 -3.307 -5.967
H 0.855 -1.928 -4.162
H 0.794 -2.676 -1.818
```

Results of the Löwdin charge analysis, in e, for atoms 1 through 5: number 1, Pd, carries 0.847; number 2, O, carries 0.137; number 3, C, carries -0.366; number 4, O, carries -0.059; number 5, C, carries -0.163


No. 2
DFT (wB97M-V/def2-TZVPD) results for a structure of composition C36H31AsN6PtS2 in a non-equilibrium geometry.

The total charge is +2. The value obtained for the maximum force is 1.76 eV/Å. The calculation puts the LUMO energy at -7.17 eV. Its HOMO energy is -0.47023 hartree. The orbital gap comes out at 0.20676 Ha.

The geometry in XYZ format:
```
77
C36H31AsN6PtS2 (wB97M-V/def2-TZVPD)
Pt 0.179 -1.146 0.301
C -2.989 -0.424 -4.275
C -2.846 -1.598 -3.550
C -1.744 -1.779 -2.732
C -0.785 -0.784 -2.618
C -0.922 0.387 -3.358
C -2.018 0.562 -4.189
N 0.309 -0.953 -1.710
C 1.608 -0.916 -2.102
C 2.038 -0.799 -3.452
C 3.374 -0.777 -3.737
C 4.383 -0.862 -2.740
C 4.020 -0.992 -1.441
C 2.642 -1.018 -1.117
N 2.177 -1.204 0.149
N 2.883 -1.375 1.178
C 2.103 -1.554 2.340
C 2.745 -1.808 3.536
C 1.972 -1.990 4.674
C 0.590 -1.911 4.588
C 0.011 -1.651 3.360
N 0.750 -1.475 2.266
H -3.846 -0.287 -4.921
H -3.593 -2.378 -3.627
H -1.625 -2.680 -2.162
H -0.151 1.144 -3.313
H -2.110 1.469 -4.772
H 1.307 -0.745 -4.244
H 3.680 -0.699 -4.774
H 5.423 -0.836 -3.030
H 4.744 -1.080 -0.642
H 3.824 -1.863 3.552
H 2.452 -2.194 5.623
H -0.041 -2.045 5.455
H -1.062 -1.566 3.233
S -2.118 -1.255 0.511
C -2.713 0.296 -0.016
C -4.065 0.405 -0.327
C -4.565 1.586 -0.855
C -3.730 2.677 -1.050
C -2.404 2.595 -0.704
C -1.899 1.404 -0.168
As -0.110 1.282 0.474
C 0.755 2.848 -0.181
C 1.109 2.917 -1.528
C 1.690 4.073 -2.017
C 1.928 5.142 -1.160
C 1.590 5.056 0.184
C 1.007 3.904 0.688
C -0.271 1.495 2.374
C 0.897 1.443 3.136
C 0.830 1.586 4.511
C -0.403 1.778 5.126
C -1.563 1.834 4.364
C -1.500 1.701 2.983
H -4.707 -0.456 -0.186
H -5.612 1.656 -1.118
H -4.124 3.603 -1.444
H -1.766 3.464 -0.817
H 0.930 2.081 -2.191
H 1.963 4.140 -3.062
H 2.384 6.046 -1.543
H 1.783 5.889 0.846
H 0.743 3.843 1.734
H 1.865 1.308 2.662
H 1.737 1.559 5.102
H -0.455 1.902 6.200
H -2.519 2.001 4.842
H -2.409 1.770 2.398
N -1.330 -5.043 -0.874
C -0.251 -5.116 -0.105
N 0.052 -6.284 0.445
S 0.781 -3.785 0.187
H -1.919 -5.841 -1.050
H -1.510 -4.196 -1.376
H -0.450 -7.129 0.220
H 0.865 -6.351 1.035
```

Results of the Löwdin charge analysis, in e, for atoms 1 through 5: number 1, Pt, carries 0.960; number 2, C, carries -0.058; number 3, C, carries -0.051; number 4, C, carries -0.056; number 5, C, carries -0.307


No. 3
DFT (wB97M-V/def2-TZVPD) results for a structure of composition C36H31BrF10N5O2SiTb.

The total charge is 0. The value obtained for the maximum force is 0.98 eV/Å. The calculation puts the LUMO energy (spin up / spin down) at -0.47 / -0.47 eV. Its multiplicity is 7. Its HOMO energy (spin up / spin down) is -0.27297 / -0.27403 hartree. The orbital gap (spin up / spin down) comes out at 0.25568 / 0.25675 Ha.

The geometry in XYZ format:
```
87
C36H31BrF10N5O2SiTb (wB97M-V/def2-TZVPD)
Tb 0.952 -0.279 0.208
C -1.279 1.215 2.386
N 0.119 0.799 2.386
C 1.044 1.936 2.488
C 0.829 2.904 1.344
N 0.747 2.131 0.116
C 0.644 2.848 -1.035
C 0.697 2.140 -2.247
F 0.864 0.785 -2.133
C 0.588 2.671 -3.507
F 0.644 1.877 -4.578
C 0.424 4.041 -3.645
F 0.315 4.600 -4.855
C 0.374 4.806 -2.493
F 0.210 6.125 -2.594
C 0.477 4.239 -1.232
F 0.387 5.098 -0.197
C 0.406 -0.193 3.430
C -0.280 -1.507 3.117
N 0.105 -1.867 1.766
C -0.147 -3.141 1.362
C -1.088 -4.060 1.864
F -1.927 -3.714 2.860
C -1.241 -5.332 1.335
F -2.172 -6.139 1.843
C -0.473 -5.765 0.267
F -0.647 -6.984 -0.256
C 0.473 -4.896 -0.258
F 1.244 -5.271 -1.283
C 0.617 -3.648 0.296
F 1.598 -2.828 -0.187
H -1.531 1.760 3.307
H -1.926 0.342 2.309
H -1.474 1.855 1.527
H 2.057 1.521 2.436
H 0.946 2.445 3.458
H 1.667 3.612 1.347
H -0.069 3.507 1.529
H 0.140 0.186 4.427
H 1.490 -0.350 3.415
H -1.365 -1.417 3.257
H 0.050 -2.250 3.856
C 1.206 -2.115 -2.928
O 0.188 -1.637 -2.037
C -1.054 -1.456 -2.571
C -1.454 -1.905 -3.813
C -2.758 -1.649 -4.233
Br -3.303 -2.275 -5.929
C -3.642 -0.950 -3.446
C -3.235 -0.481 -2.192
C -1.942 -0.747 -1.751
O -1.471 -0.350 -0.547
C -4.109 0.310 -1.328
N -3.746 0.727 -0.136
C -4.823 1.446 0.355
C -4.982 2.112 1.568
C -6.181 2.758 1.787
C -7.205 2.748 0.827
C -7.064 2.091 -0.379
C -5.853 1.442 -0.590
N -5.368 0.708 -1.658
H 1.008 -3.151 -3.206
H 2.141 -2.067 -2.376
H 1.256 -1.473 -3.808
H -0.780 -2.451 -4.454
H -4.641 -0.765 -3.810
H -2.212 0.124 -0.057
H -4.194 2.118 2.307
H -6.340 3.285 2.717
H -8.130 3.268 1.038
H -7.856 2.085 -1.114
H -5.846 0.511 -2.517
C 7.158 -1.159 -0.399
Si 6.300 -0.394 1.084
C 6.925 1.352 1.361
C 6.597 -1.438 2.613
C 4.494 -0.342 0.741
C 3.293 -0.311 0.514
H 8.237 -1.207 -0.242
H 6.973 -0.575 -1.300
H 6.796 -2.171 -0.577
H 8.003 1.359 1.533
H 6.443 1.805 2.227
H 6.714 1.979 0.496
H 7.662 -1.519 2.833
H 6.201 -2.443 2.475
H 6.105 -1.001 3.482
```

Results of the Löwdin charge analysis, in e, for atoms 1 through 5: number 1, Tb, carries 1.688; number 2, C, carries -0.079; number 3, N, carries -0.317; number 4, C, carries -0.201; number 5, C, carries -0.245


No. 4
DFT (wB97M-V/def2-TZVPD) results for a structure of composition C36H31ClMgN4O4PS.

The total charge is -1. The value obtained for the maximum force is 0.70 eV/Å. The calculation puts the LUMO energy at 2.32 eV. Its HOMO energy is -0.15479 hartree. The orbital gap comes out at 0.24020 Ha.

The geometry in XYZ format:
```
79
C36H31ClMgN4O4PS (wB97M-V/def2-TZVPD)
Mg -1.133 1.337 -0.159
C -5.262 0.887 -1.966
C -3.779 0.855 -1.751
N -3.207 1.291 -0.691
N -3.990 1.712 0.343
C -3.519 2.788 0.924
N -4.155 3.145 2.089
S -2.286 3.815 0.318
C -2.898 0.303 -2.800
C -3.354 0.104 -4.103
C -2.482 -0.425 -5.037
C -1.193 -0.746 -4.646
C -0.830 -0.513 -3.328
N -1.654 -0.008 -2.429
H -5.734 1.408 -1.138
H -5.664 -0.126 -2.026
H -5.511 1.396 -2.897
H -4.555 2.379 2.607
H -3.666 3.839 2.630
H -4.363 0.366 -4.378
H -2.806 -0.582 -6.057
H -0.478 -1.166 -5.339
H 0.169 -0.748 -2.980
O 1.261 1.663 -2.144
C 0.783 1.135 -1.147
C 1.691 0.062 -0.499
C 3.067 0.242 -0.616
C 3.964 -0.576 0.044
C 3.486 -1.607 0.840
C 2.122 -1.815 0.947
C 1.211 -0.996 0.280
P -0.595 -1.321 0.407
C -0.833 -2.737 -0.742
C 0.103 -3.744 -0.956
C -0.173 -4.792 -1.818
C -1.391 -4.852 -2.480
C -2.335 -3.858 -2.270
C -2.052 -2.810 -1.408
C -0.738 -2.179 2.018
C -0.183 -1.609 3.162
C -0.371 -2.210 4.395
C -1.119 -3.373 4.511
C -1.685 -3.936 3.378
C -1.495 -3.342 2.140
H 3.409 1.061 -1.237
H 5.028 -0.403 -0.045
H 4.170 -2.243 1.388
H 1.761 -2.614 1.584
H 1.061 -3.705 -0.456
H 0.568 -5.566 -1.974
H -1.602 -5.668 -3.159
H -3.286 -3.891 -2.784
H -2.790 -2.033 -1.244
H 0.394 -0.695 3.095
H 0.071 -1.756 5.271
H -1.263 -3.837 5.479
H -2.272 -4.843 3.452
H -1.940 -3.798 1.263
C 2.870 4.462 -0.446
C 3.657 3.537 0.436
C 4.859 2.998 -0.015
C 5.599 2.161 0.795
Cl 7.100 1.498 0.191
C 5.176 1.828 2.070
C 3.982 2.354 2.527
C 3.229 3.206 1.724
O 2.097 3.773 2.254
C 0.889 3.248 1.732
C 0.542 1.855 2.257
O 1.216 1.336 3.137
O -0.465 1.333 1.684
H 3.543 5.067 -1.056
H 2.247 5.128 0.148
H 2.219 3.902 -1.120
H 5.215 3.239 -1.008
H 5.762 1.160 2.684
H 3.585 2.100 3.498
H 0.914 3.213 0.636
H 0.087 3.937 2.012
```

Results of the Löwdin charge analysis, in e, for atoms 1 through 5: number 1, Mg, carries 0.459; number 2, C, carries -0.024; number 3, C, carries -0.265; number 4, N, carries -0.061; number 5, N, carries -0.027


No. 5
DFT (wB97M-V/def2-TZVPD) results for a structure of composition C36H31GdN5O2STe in a non-equilibrium geometry.

The total charge is +1. The value obtained for the maximum force is 2.79 eV/Å. The calculation puts the LUMO energy (spin up / spin down) at -3.09 / -5.42 eV. Its multiplicity is 8. Its HOMO energy (spin up / spin down) is -0.38195 / -0.38004 hartree. The orbital gap (spin up / spin down) comes out at 0.26834 / 0.18081 Ha.

The geometry in XYZ format:
```
77
C36H31GdN5O2STe (wB97M-V/def2-TZVPD)
Gd 0.347 -1.621 0.934
N 4.783 -3.020 2.194
C 3.469 -2.816 1.995
S 2.996 -2.483 0.375
N 2.745 -2.932 3.075
N 1.452 -2.705 2.917
C 0.764 -2.794 3.996
C -0.680 -2.683 3.961
C -1.522 -2.863 5.064
C -2.900 -2.736 4.907
C -3.388 -2.539 3.653
C -2.532 -2.418 2.558
N -1.210 -2.430 2.722
H 5.430 -3.080 1.430
H 5.144 -3.294 3.140
H 1.239 -3.024 4.956
H -1.136 -3.117 6.051
H -3.524 -2.851 5.784
H -4.468 -2.572 3.422
H -2.885 -2.280 1.570
C -0.383 2.550 -4.142
C -0.595 1.505 -3.084
C -0.271 0.153 -3.219
C -0.486 -0.769 -2.172
C 0.065 -2.121 -2.205
O 0.586 -2.616 -1.195
C 0.269 -2.858 -3.465
C 1.397 -3.637 -3.639
C 1.646 -4.261 -4.838
C 0.769 -4.155 -5.922
C -0.376 -3.421 -5.767
C -0.612 -2.717 -4.571
C -1.145 -0.391 -1.031
O -1.544 -1.312 -0.154
C -1.220 0.987 -0.737
C -0.980 1.859 -1.751
C -1.300 1.452 0.691
N -0.671 0.728 1.515
C -0.527 1.115 2.918
C 0.893 1.670 3.121
Te 2.389 0.520 2.074
C 2.504 1.624 0.254
C 2.377 3.046 0.264
C 2.539 3.810 -0.885
C 2.871 3.170 -2.070
C 2.974 1.810 -2.088
C 2.807 0.983 -0.936
C -2.117 2.630 1.051
C -3.558 2.579 1.041
C -4.295 3.667 1.451
C -3.625 4.823 1.830
C -2.238 4.924 1.765
C -1.498 3.806 1.395
H 0.344 2.224 -4.927
H 0.001 3.440 -3.656
H -1.300 2.860 -4.571
H 0.204 -0.158 -4.157
H 2.078 -3.766 -2.816
H 2.545 -4.812 -5.037
H 0.914 -4.673 -6.853
H -1.134 -3.336 -6.532
H -1.509 -2.147 -4.523
H -1.036 2.957 -1.575
H -0.674 0.172 3.496
H -1.251 1.889 3.184
H 1.201 1.706 4.167
H 0.987 2.643 2.561
H 2.158 3.520 1.199
H 2.498 4.882 -0.897
H 3.054 3.763 -2.984
H 3.164 1.360 -3.057
H 2.777 -0.136 -0.954
H -4.026 1.641 0.814
H -5.368 3.625 1.484
H -4.207 5.686 2.132
H -1.749 5.843 1.976
H -0.443 3.918 1.322
```

Results of the Löwdin charge analysis, in e, for atoms 1 through 5: number 1, Gd, carries 1.364; number 2, N, carries 0.076; number 3, C, carries -0.926; number 4, S, carries 0.596; number 5, N, carries -0.030


No. 6
DFT (wB97M-V/def2-TZVPD) results for a structure of composition C36H32ClF3LaN10OS2Se in a non-equilibrium geometry.

The total charge is +1. The value obtained for the maximum force is 1.35 eV/Å. The calculation puts the LUMO energy at -3.10 eV. Its HOMO energy is -0.36535 hartree. The orbital gap comes out at 0.25147 Ha.

The geometry in XYZ format:
```
87
C36H32ClF3LaN10OS2Se (wB97M-V/def2-TZVPD)
La -0.447 -0.573 0.261
C 1.901 2.940 5.239
C 0.424 2.564 5.296
N -0.220 2.625 4.004
C -0.257 1.586 3.154
S -1.227 1.813 1.745
N 0.398 0.519 3.517
N 0.319 -0.622 2.805
C 0.895 -1.654 3.356
C 1.644 -1.554 4.653
C 0.711 -2.953 2.725
C 1.477 -4.060 3.108
C 1.214 -5.291 2.545
C 0.198 -5.387 1.607
C -0.485 -4.237 1.249
N -0.256 -3.044 1.785
H 2.313 2.948 6.243
H 2.023 3.932 4.815
H 2.456 2.230 4.630
H -0.106 3.233 5.976
H 0.327 1.539 5.658
H -0.670 3.472 3.701
H 1.801 -0.507 4.896
H 2.608 -2.052 4.604
H 1.065 -2.010 5.455
H 2.287 -3.949 3.811
H 1.793 -6.158 2.825
H -0.046 -6.333 1.155
H -1.252 -4.280 0.486
Se 0.596 7.068 -3.020
N -0.491 5.741 -3.384
C -0.176 4.704 -2.630
C -0.871 3.450 -2.638
C -1.986 3.235 -3.453
C -2.606 2.008 -3.403
C -2.094 1.032 -2.553
N -1.044 1.218 -1.768
C -0.421 2.408 -1.795
C 0.748 2.608 -0.941
N 1.164 1.579 -0.183
C 2.250 1.731 0.556
C 2.985 2.912 0.610
C 2.556 3.993 -0.126
C 1.418 3.849 -0.926
C 0.937 4.915 -1.759
N 1.470 6.121 -1.832
H -2.329 4.038 -4.088
H -3.468 1.800 -4.012
H -2.564 0.058 -2.508
H 2.560 0.863 1.127
H 3.875 2.970 1.214
H 3.075 4.939 -0.124
F 5.121 -3.596 -2.768
C 4.080 -3.285 -1.981
F 3.268 -4.355 -2.010
F 4.574 -3.209 -0.735
C 3.400 -2.020 -2.418
C 3.894 -1.265 -3.460
C 3.215 -0.105 -3.826
C 2.056 0.218 -3.142
N 1.567 -0.489 -2.131
C 2.239 -1.587 -1.739
S 1.635 -2.426 -0.388
H 4.787 -1.584 -3.975
H 3.586 0.514 -4.627
H 1.479 1.094 -3.418
C -5.604 0.239 0.023
C -4.195 0.750 0.090
C -4.061 2.223 0.314
O -3.243 -0.010 -0.001
H -6.250 0.926 -0.515
H -5.993 0.147 1.037
H -5.630 -0.744 -0.438
H -4.935 2.774 -0.017
H -3.165 2.621 -0.154
H -3.936 2.375 1.386
Cl -4.247 -5.224 -1.559
C -3.062 -4.104 -2.111
C -2.517 -4.207 -3.385
C -1.564 -3.273 -3.759
C -1.171 -2.305 -2.848
N -1.695 -2.201 -1.627
C -2.637 -3.072 -1.276
H -2.841 -4.982 -4.062
H -1.133 -3.297 -4.749
H -0.407 -1.579 -3.103
H -3.086 -2.937 -0.299
```

Results of the Löwdin charge analysis, in e, for atoms 1 through 5: number 1, La, carries 1.717; number 2, C, carries -0.085; number 3, C, carries -0.245; number 4, N, carries -0.029; number 5, C, carries -0.824